Entry 1:
Density functional theory data (ωB97M-V with the def2-TZVPD basis set) for a molecular structure, C15H33BN2O7S2.

## Properties
DFT total energy = -55748.764 eV
Gap between HOMO and LUMO = 7.130 eV
Highest occupied orbital energy = -7.670 eV
Strongest force on any atom = 0.98 eV/A

```
! wB97M-V def2-TZVPD RIJCOSX def2/J DEFGRID3
* xyz 0 1
S -0.479 1.954 -0.322
S -0.868 4.685 -0.229
O -4.282 3.704 0.413
O -1.800 4.493 -1.327
O -4.448 1.795 -0.758
O 1.790 5.453 -0.003
O -1.309 5.577 0.839
O 0.387 0.987 0.350
O -0.283 2.019 -1.758
N -0.345 3.318 0.454
N 1.969 -3.675 1.334
C -5.522 3.865 -2.727
C 1.922 -5.100 1.837
C 2.466 -2.772 2.408
C -4.816 3.076 -0.453
C 0.534 -3.309 0.994
C 0.679 6.512 -2.049
C -5.967 3.573 -1.278
C -3.092 1.596 -1.203
C 0.417 -1.982 0.281
C 2.711 -2.237 -0.613
C 4.451 -5.785 1.818
C 3.131 -5.650 2.580
C 2.837 -3.573 0.100
C -2.132 1.304 -0.051
C 1.267 -1.932 -0.975
B 0.678 5.598 -0.793
H 3.291 -5.092 3.504
H 3.333 -2.275 -1.508
H 5.100 -6.492 2.332
H 3.509 -3.000 2.610
H -2.517 1.713 0.882
H -6.763 2.827 -1.259
H 1.590 5.630 0.926
H 1.067 -5.133 2.513
H 2.822 -6.648 2.898
H 4.298 -6.154 0.803
H -0.632 -1.825 0.029
H 1.495 6.235 -2.724
H -6.254 3.503 -3.449
H 0.856 7.548 -1.746
H -3.161 0.721 -1.852
H -5.410 4.938 -2.878
H -6.314 4.484 -0.792
H 5.000 -4.845 1.767
H 3.117 -1.434 0.007
H 2.539 -4.392 -0.555
H 0.902 -2.665 -1.704
H -4.577 3.371 -2.948
H -0.263 6.481 -2.597
H -2.719 2.425 -1.802
H -0.010 -3.305 1.938
H 3.862 -3.729 0.420
H 0.151 -4.122 0.373
H 2.378 -1.741 2.084
H 1.686 -5.718 0.971
H -2.005 0.229 0.092
H 1.185 -0.948 -1.436
H 1.862 -2.931 3.298
H 0.685 -1.151 0.936
*
```

Entry 2:
Density functional theory data (ωB97M-V with the def2-TZVPD basis set) for 16 unconnected molecules or ions with the total composition C38H108O16 in a non-equilibrium geometry.

## Properties
DFT total energy = -73914.650 eV
Gap between HOMO and LUMO = 9.316 eV
Highest occupied orbital energy = -9.416 eV
Strongest force on any atom = 2.05 eV/A
Energy relative to the best compared isomer or geometry (same formula, charge and spin) = 92.5 kJ/mol

```
! wB97M-V def2-TZVPD RIJCOSX def2/J DEFGRID3
* xyz 0 1
O 0.399 -1.855 -5.295
O 0.071 5.992 -1.458
O -5.635 -1.054 -1.863
O 4.695 -3.579 2.708
O 5.207 2.900 -3.211
O -4.915 -1.875 0.616
O 0.383 -5.789 -0.344
O 5.682 -3.435 -1.901
O -5.839 1.901 -2.127
O 2.991 0.011 5.003
O 6.039 -2.410 0.652
O 1.496 6.194 1.011
O 0.793 1.308 1.021
O 1.062 -1.635 5.911
O 0.004 0.494 -6.522
O -1.169 2.437 2.729
C -0.852 1.166 -4.358
C 4.091 2.013 -3.396
C -1.921 2.403 5.022
C 1.947 4.863 1.079
C -0.816 5.009 -1.929
C 2.194 2.053 6.009
C 0.499 -0.001 0.651
C 3.474 -4.236 2.361
C 1.537 -1.844 -4.398
C -2.256 5.519 -1.896
C 4.496 0.588 -3.188
C -0.344 0.003 -0.607
C -5.168 -4.055 1.540
C -0.614 3.729 -1.118
C 0.039 -2.412 5.290
C -1.287 -1.747 5.497
C 3.402 -3.299 -1.126
C -3.252 -1.093 -2.229
C 0.477 -2.475 3.838
C 0.155 1.446 -5.461
C -2.943 0.931 3.207
C -4.612 -1.458 -2.796
C -4.208 -3.044 0.966
C -0.101 2.803 -6.117
C -4.882 -0.668 -4.092
C 1.798 -0.763 0.521
C 2.979 2.446 -2.431
C -0.126 -4.468 -0.502
C -6.683 2.245 0.056
C -4.211 2.093 -0.395
C -5.554 2.588 -0.919
C 3.284 1.962 3.653
C -1.728 1.622 3.753
C -3.007 -2.688 1.820
C 4.070 -4.755 -3.104
C 4.511 -4.197 -1.749
C 5.962 -1.015 0.743
C 2.434 1.292 4.702
H 0.112 0.702 -1.310
H -7.584 2.799 -0.203
H -4.689 -2.526 -3.014
H 0.028 -4.017 -1.480
H 4.313 2.000 4.018
H 4.947 -3.922 3.569
H 3.147 -2.567 -1.895
H -1.358 2.979 -1.393
H 2.274 -0.550 5.334
H 0.222 6.583 -2.201
H -5.254 -1.482 1.426
H -0.058 3.591 -5.362
H 2.361 -1.289 -4.845
H -1.280 -0.841 4.890
H 0.484 -5.945 0.597
H 0.706 3.069 -6.800
H -2.326 -2.009 1.306
H -4.719 -4.959 1.953
H -5.283 -1.224 -0.975
H 0.205 -0.384 -6.161
H -5.930 -0.805 -4.361
H 5.438 0.320 -3.668
H -3.424 2.231 -1.136
H 5.826 2.549 -2.565
H -6.358 2.428 1.083
H 0.886 6.302 0.271
H -5.736 0.961 -1.927
H 3.735 2.159 -4.417
H 1.404 1.523 6.544
H 1.999 2.029 -2.671
H -0.832 3.800 -0.050
H 6.591 -0.538 -0.010
H 2.527 4.726 1.990
H 1.678 -1.842 0.433
H -1.410 -1.476 6.546
H -1.892 1.078 -4.669
H -2.447 -1.358 -2.916
H 5.681 -2.791 1.466
H 2.914 3.519 -2.622
H -4.722 0.402 -3.953
H 0.439 -3.904 0.245
H 0.124 1.687 1.602
H 2.782 -3.630 1.779
H 6.225 -0.595 1.715
H 3.742 -2.699 -0.282
H 2.533 4.505 0.229
H 3.218 2.303 -1.378
H 3.130 -5.306 -3.041
H 1.357 -1.342 -3.445
H -0.553 0.271 -3.811
H -1.176 -4.372 -0.218
H 1.501 -2.850 3.858
H -2.364 6.471 -2.416
H 3.865 -3.933 -3.791
H -0.524 4.798 -2.961
H -5.500 3.668 -1.060
H 1.061 4.224 1.107
H -0.279 -0.951 -1.135
H -3.430 0.277 3.934
H -0.063 -2.680 -5.131
H -3.752 -3.505 0.088
H 2.965 -4.646 3.234
H 3.778 -5.110 1.780
H -3.162 -0.007 -2.177
H -3.236 -2.238 2.788
H 0.794 -1.426 6.811
H 4.663 0.448 -2.118
H -5.854 -4.349 0.745
H -0.871 0.982 3.979
H -0.171 -3.092 3.217
H 1.204 1.493 -5.154
H 2.984 3.001 3.508
H -2.112 -2.386 5.182
H 3.719 -0.070 -3.575
H 0.385 3.301 -1.197
H -5.784 -3.696 2.368
H 3.329 1.481 2.676
H 4.763 -4.978 -1.026
H -3.701 1.655 2.902
H -1.897 1.794 5.928
H -6.945 1.186 0.035
H 2.536 -0.388 -0.190
H 0.016 -3.399 5.758
H -2.548 5.683 -0.859
H -2.859 2.960 5.060
H 4.948 -0.668 0.524
H -0.066 -0.429 1.487
H 2.563 -3.880 -0.741
H -1.079 3.070 5.213
H 1.993 3.121 5.902
H -2.520 -3.656 1.958
H -1.091 2.850 -6.569
H 1.826 -2.871 -4.176
H -4.296 -0.987 -4.955
H -1.641 3.275 2.775
H 2.992 2.085 6.754
H -1.351 0.310 -0.325
H 5.815 -2.956 -1.070
H 2.307 -0.593 1.474
H -3.152 -1.523 -1.233
H -4.260 1.013 -0.228
H -0.808 1.978 -3.628
H 0.534 -1.462 3.438
H -3.928 2.471 0.589
H -2.850 4.771 -2.423
H 4.790 -5.418 -3.584
H -2.722 0.300 2.345
H 1.439 1.168 4.262
*
```

Entry 3:
Density functional theory data (ωB97M-V with the def2-TZVPD basis set) for 2 unconnected molecules or ions with the total composition C2H3NO in a non-equilibrium geometry.

## Properties
DFT total energy = -5656.127 eV
Gap between HOMO and LUMO (alpha / beta) = 10.944 / 12.351 eV
Highest occupied orbital energy (alpha / beta) = -9.853 / -12.123 eV
Expectation value of S² = 2.008
Strongest force on any atom = 4.24 eV/A
Energy relative to the best compared isomer or geometry (same formula, charge and spin) = 25.7 kJ/mol

```
! wB97M-V def2-TZVPD RIJCOSX def2/J DEFGRID3
* xyz 0 3
O -1.394 2.682 1.319
N 0.117 -0.232 -1.207
C 0.773 -1.047 -0.425
C -2.435 2.476 0.878
H 1.359 -0.464 0.318
H 1.521 -1.617 -0.824
H 0.059 -1.797 -0.059
*
```

Entry 4:
Density functional theory data (ωB97M-V with the def2-TZVPD basis set) for C4H8O2 in the gas phase in a non-equilibrium geometry.

## Properties
DFT total energy = -8367.882 eV
Gap between HOMO and LUMO = 8.729 eV
Highest occupied orbital energy = -7.783 eV
Strongest force on any atom = 1.20 eV/A
Energy relative to the best compared isomer or geometry (same formula, charge and spin) = 521.0 kJ/mol

```
! wB97M-V def2-TZVPD RIJCOSX def2/J DEFGRID3
* xyz 0 1
O 0.241 1.370 0.659
O 0.215 -0.604 -0.675
C 1.151 1.058 -0.309
C 1.273 -1.316 0.074
C -1.093 -0.352 -0.075
C -1.094 1.155 0.270
H -1.213 -0.957 0.826
H 1.612 -0.834 1.011
H -1.756 1.410 1.106
H 0.812 1.489 -1.280
H -1.930 -0.583 -0.762
H 2.176 -1.380 -0.561
H 0.882 -2.305 0.268
H -1.342 1.769 -0.609
*
```

Entry 5:
Density functional theory data (ωB97M-V with the def2-TZVPD basis set) for a molecular structure, C32H56N5O2P2STi in a non-equilibrium geometry.

## Properties
DFT total energy = -98160.702 eV
Gap between HOMO and LUMO (alpha / beta) = 4.205 / 5.330 eV
Highest occupied orbital energy (alpha / beta) = -7.137 / -8.263 eV
Expectation value of S² = 2.005
Strongest force on any atom = 4.50 eV/A

```
! wB97M-V def2-TZVPD RIJCOSX def2/J DEFGRID3
* xyz 1 3
Ti 11.534 10.528 10.879
S 13.685 9.120 9.845
P 12.825 11.778 12.674
P 10.543 8.432 12.230
O 8.971 11.474 8.390
O 10.572 10.149 9.230
N 9.920 11.231 11.965
N 12.035 12.442 9.677
N 13.330 17.170 5.558
N 11.819 17.494 3.870
N 11.097 16.429 5.874
C 10.033 12.347 12.739
C 10.841 13.479 7.707
C 11.275 15.890 7.181
C 13.672 8.499 8.126
C 11.951 14.461 7.320
C 13.213 10.893 14.431
C 9.245 14.241 14.102
C 10.132 11.292 8.644
C 10.579 8.238 14.075
C 6.518 10.360 10.809
C 14.808 7.943 10.620
C 13.931 14.108 11.509
C 7.705 8.335 11.545
C 9.783 5.662 11.871
C 6.534 8.975 11.074
C 10.532 14.719 14.407
C 12.251 11.375 15.611
C 9.238 8.048 14.696
C 11.435 7.054 14.464
C 15.407 12.008 11.633
C 10.457 6.796 9.782
C 10.693 6.820 11.302
C 8.870 9.133 11.794
C 12.054 16.970 5.098
C 11.635 13.996 13.836
C 11.362 12.748 13.137
C 9.004 13.142 13.239
C 8.792 10.539 11.596
C 14.334 12.857 12.369
C 7.611 11.114 11.106
C 11.323 12.160 8.391
C 14.671 10.834 14.896
H 10.189 16.417 5.394
H 15.133 9.848 14.906
H 14.834 13.148 13.265
H 7.986 12.835 12.959
H 10.930 17.364 3.382
H 12.856 8.930 7.590
H 14.554 6.875 10.352
H 10.318 13.114 6.802
H 7.716 7.255 11.593
H 13.473 7.420 8.084
H 9.353 6.760 9.552
H 12.720 14.259 13.930
H 11.761 7.179 15.510
H 11.779 16.646 7.750
H 12.530 10.872 16.502
H 9.274 5.175 11.047
H 5.611 8.403 10.928
H 8.750 7.093 14.506
H 9.384 8.033 15.827
H 14.636 7.963 11.700
H 15.408 11.341 14.273
H 10.957 9.212 14.479
H 10.959 5.909 9.325
H 10.337 15.875 7.720
H 12.841 14.365 11.566
H 14.562 8.784 7.566
H 15.818 8.219 10.405
H 9.029 5.971 12.628
H 10.103 13.939 8.384
H 12.582 17.737 3.241
H 13.714 16.770 6.393
H 14.768 11.241 15.941
H 7.596 12.204 11.022
H 8.605 8.902 14.507
H 11.517 13.114 10.271
H 11.725 6.466 11.421
H 14.594 14.953 11.733
H 12.337 7.111 13.929
H 8.403 14.777 14.522
H 12.910 9.855 14.191
H 10.851 6.147 14.465
H 15.067 11.584 10.652
H 16.404 12.507 11.466
H 10.359 4.872 12.415
H 13.044 12.679 9.551
H 5.595 10.817 10.400
H 12.086 11.739 7.737
H 12.716 14.495 8.151
H 15.680 11.092 12.195
H 12.227 12.479 15.747
H 14.181 13.903 10.424
H 12.509 14.160 6.450
H 13.922 17.841 5.056
H 10.872 7.688 9.304
H 11.206 11.087 15.336
H 10.659 15.663 14.987
*
```

Entry 6:
Density functional theory data (ωB97M-V with the def2-TZVPD basis set) for a molecular structure, C6H9N.

## Properties
DFT total energy = -7854.033 eV
Gap between HOMO and LUMO = 7.372 eV
Highest occupied orbital energy = -6.377 eV
Strongest force on any atom = 0.41 eV/A
Energy relative to the best compared isomer or geometry (same formula, charge and spin) = 398.2 kJ/mol

```
! wB97M-V def2-TZVPD RIJCOSX def2/J DEFGRID3
* xyz 0 1
N 0.058 -1.055 -0.994
C -0.835 -0.732 0.159
C -0.443 1.921 0.734
C 0.706 0.108 -0.894
C 0.253 -2.170 -1.676
C 0.517 1.130 1.599
C -0.009 0.555 0.320
H 1.560 1.436 1.633
H -1.875 -0.578 -0.135
H 1.533 0.424 -1.511
H -0.523 -2.908 -1.759
H -1.457 2.080 1.094
H -0.042 2.760 0.171
H 0.154 0.744 2.549
H -0.757 -1.469 0.966
H 1.161 -2.247 -2.256
*
```

Entry 7:
Density functional theory data (ωB97M-V with the def2-TZVPD basis set) for C6H12N2O in the gas phase in a non-equilibrium geometry.

## Properties
DFT total energy = -11442.404 eV
Gap between HOMO and LUMO = 9.460 eV
Highest occupied orbital energy = -8.893 eV
Strongest force on any atom = 3.82 eV/A
Energy relative to the best compared isomer or geometry (same formula, charge and spin) = 218.7 kJ/mol

```
! wB97M-V def2-TZVPD RIJCOSX def2/J DEFGRID3
* xyz 0 1
O -1.624 1.220 0.322
N 1.610 0.138 -0.817
N 0.347 -0.765 2.261
C 0.309 -0.183 1.156
C 2.534 0.932 -1.578
C 1.341 0.471 0.390
C -2.214 -0.903 1.193
C -1.242 -0.132 0.327
C -1.056 -0.691 -1.046
H -2.230 -0.478 2.193
H 2.126 1.078 -2.583
H -1.903 -1.940 1.274
H 3.474 0.385 -1.682
H -1.151 1.677 -0.383
H 2.751 1.914 -1.127
H 1.271 -0.793 2.694
H -0.941 -1.769 -1.032
H 1.733 1.387 0.847
H -1.874 -0.405 -1.702
H -3.209 -0.844 0.754
H -0.052 -0.301 -1.459
*
```

Entry 8:
Density functional theory data (ωB97M-V with the def2-TZVPD basis set) for a molecular structure, C2H4F12K3N3O20S8 in a non-equilibrium geometry.

## Properties
DFT total energy = -215826.809 eV
Gap between HOMO and LUMO = 4.126 eV
Highest occupied orbital energy = -3.136 eV
Strongest force on any atom = 12.23 eV/A

```
! wB97M-V def2-TZVPD RIJCOSX def2/J DEFGRID3
* xyz -2 1
K 3.796 -0.222 -1.956
K -0.652 1.547 -5.500
K -1.630 4.139 -1.042
S 1.338 3.573 3.171
S -4.666 0.974 -2.587
S 3.263 -3.382 -0.071
S 3.207 2.718 4.281
S 5.226 -2.485 0.696
S -1.467 -5.383 1.469
S -0.110 0.917 -1.783
S -4.625 2.854 -4.073
F 4.576 1.922 4.132
F 0.561 3.011 1.859
F -1.915 -0.699 -0.658
F -2.128 -3.799 -0.488
F -1.330 -1.338 -2.721
F -5.397 3.306 -5.430
F 2.201 -3.005 -1.246
F -1.449 -2.754 1.371
F 6.674 -1.879 0.108
F -5.798 0.038 -1.899
F -3.419 -3.552 1.288
F -0.026 -1.624 -1.030
O -4.256 1.776 -1.409
O 2.394 1.262 0.450
O -0.097 -5.338 1.065
O 0.342 3.336 4.226
O 1.715 4.928 2.852
O 1.267 0.646 -2.251
O -3.747 -0.041 -3.081
O 3.422 -4.769 -0.416
O -2.358 1.967 1.688
O -1.659 -5.319 2.925
O -0.068 1.672 -0.531
O 2.557 -2.859 1.072
O -2.243 -6.479 0.886
O 5.032 -1.579 1.836
O 3.710 4.092 4.483
O -0.883 1.596 -2.810
O 2.669 2.003 5.475
O -4.813 4.065 -3.223
O 5.751 -3.827 0.995
O -3.294 2.628 -4.587
N -5.655 1.725 -3.769
N 2.671 2.401 2.934
N 4.412 -2.332 -0.529
C -0.975 -0.827 -1.534
C -2.183 -3.711 0.818
H 2.447 1.656 1.321
H 1.598 1.631 0.068
H -1.412 1.923 1.552
H -2.571 2.896 1.599
*
```